Molecular formula: C22H38BeP2
Method: DFT, ωB97M-V/def2-TZVPD

LUMO level (alpha / beta) = 0.4 / 0.4 eV
HOMO-LUMO gap (alpha / beta) = 6.8 / 6.8 eV
Energy = -1558.32607 a.u.
Multiplicity = 1
Energy above the lowest of the compared OMol25 structures with the same formula, charge and spin = 46.3 kcal/mol
Strongest force on any atom = 3.68 eV/Å

Positions of all 63 atoms, in Å:
1 P 3.53440 1.61156 -1.62191
2 P 0.71712 0.80129 -1.98667
3 C 3.09382 1.06678 -3.32395
4 C 1.59549 1.30861 -3.55664
5 H 3.32079 -0.00425 -3.34997
6 H 3.76955 1.54801 -4.03422
7 H 1.42297 2.33445 -3.87434
8 H 1.22010 0.65219 -4.33515
9 C 0.76388 -1.07020 -2.17530
10 H -0.20232 -1.44243 -1.82561
11 H 1.52126 -1.54622 -1.53633
12 H 0.91381 -1.36169 -3.23259
13 C -1.10076 0.84842 -2.48949
14 H -1.27822 1.16375 -3.52127
15 H -1.71488 1.42608 -1.78995
16 H -1.52440 -0.15896 -2.45453
17 C 5.22122 1.01203 -1.46637
18 H 5.69601 1.39444 -0.55751
19 H 5.75222 1.34233 -2.36379
20 H 5.14796 -0.07900 -1.42533
21 C 3.76691 3.43174 -1.70533
22 H 2.83415 3.88637 -2.06902
23 H 4.61296 3.65892 -2.38032
24 H 3.98128 3.83576 -0.69919
25 Be 2.26447 1.28079 -0.13946
26 C -5.44566 -2.54136 0.22825
27 C -4.75468 -3.57922 0.70664
28 C -3.35468 -3.73272 1.23775
29 C -2.55737 -2.50378 1.63723
30 C -1.92018 -1.74441 0.52460
31 C -2.54811 -0.76026 -0.14566
32 C -3.78140 -0.93742 -0.91287
33 C -5.01932 -1.11439 0.01506
34 C 3.44394 1.77217 1.12916
35 H -6.50279 -2.70960 -0.03382
36 H -5.30217 -4.52648 0.71725
37 H -2.75880 -4.32055 0.53096
38 H -3.41250 -4.35969 2.14129
39 H -3.18704 -1.87906 2.27594
40 H -1.71124 -2.80237 2.26587
41 H -0.89248 -2.06567 0.26975
42 H -2.14354 0.26988 -0.07263
43 H -3.71693 -1.86513 -1.50204
44 H -3.97133 -0.05068 -1.54114
45 H -4.86812 -0.57784 0.96475
46 H -5.88063 -0.63719 -0.48645
47 H 2.80993 2.09202 1.96532
48 H 4.19534 2.56481 0.96948
49 H 3.98482 0.86612 1.45823
50 C 0.68952 0.87917 0.76617
51 C 0.56501 0.74148 2.23548
52 C 0.83359 -0.48958 2.86045
53 C 0.55461 -0.68264 4.20609
54 C -0.00106 0.35849 4.96585
55 C -0.20559 1.61600 4.37371
56 C 0.08119 1.80407 3.01815
57 H 0.48399 -0.09184 0.30526
58 H -0.01911 1.63144 0.40782
59 H 1.23789 -1.29639 2.24522
60 H 0.73634 -1.66463 4.66406
61 H -0.27211 0.19433 6.01675
62 H -0.62844 2.43331 4.96621
63 H -0.09069 2.76884 2.54009


Molecular formula: C22H38Br2ClIrN2O9SSi
Method: DFT, ωB97M-V/def2-TZVPD

LUMO level (alpha / beta) = -2.7 / -6.1 eV
Net charge = +1
HOMO-LUMO gap (alpha / beta) = 9.2 / 6.1 eV
⟨S²⟩ = 8.765
Energy = -8047.78408 a.u.
Multiplicity = 6
Energy above the lowest of the compared OMol25 structures with the same formula, charge and spin = 29.7 kcal/mol
Strongest force on any atom = 1.92 eV/Å

Positions of all 77 atoms, in Å:
1 Ir -0.44328 0.11325 0.10542
2 C 1.81148 1.84589 3.19964
3 C 1.73211 0.33654 3.00715
4 C 0.49325 -0.22194 3.69037
5 C 2.98864 -0.34858 3.53049
6 O 1.58791 0.04150 1.57297
7 Si 2.80273 0.09026 0.44885
8 S 1.51174 0.17454 -1.34575
9 O 3.56123 1.48715 0.57232
10 C 4.45190 2.31759 -0.21249
11 C 5.45991 1.44489 -0.94439
12 C 3.59944 3.11718 -1.19182
13 C 5.13764 3.24023 0.78580
14 O 3.83590 -1.11382 0.44847
15 C 4.03198 -2.51389 0.16287
16 C 2.73778 -3.27666 0.41006
17 C 5.13162 -2.98520 1.10419
18 C 4.46459 -2.62346 -1.29271
19 H 1.87322 2.08877 4.26013
20 H 0.92522 2.32992 2.78606
21 H 2.68984 2.24300 2.69729
22 H 0.49739 0.05592 4.74320
23 H 0.47153 -1.31133 3.62441
24 H -0.40532 0.19648 3.23147
25 H 3.05593 -0.22241 4.61025
26 H 3.88058 0.08266 3.07162
27 H 2.96095 -1.41612 3.30632
28 H 4.95226 0.79958 -1.66543
29 H 6.00611 0.81854 -0.23838
30 H 6.16976 2.07329 -1.48088
31 H 3.08626 2.44490 -1.88113
32 H 4.22342 3.79930 -1.76827
33 H 2.85281 3.69600 -0.64636
34 H 5.74008 2.66222 1.48733
35 H 4.39168 3.80304 1.34779
36 H 5.78442 3.94400 0.26305
37 H 2.41568 -3.14349 1.44670
38 H 2.89455 -4.33949 0.22879
39 H 1.96018 -2.91888 -0.26425
40 H 4.81083 -2.90084 2.14328
41 H 6.02760 -2.37944 0.96995
42 H 5.37736 -4.02664 0.89789
43 H 3.66701 -2.26250 -1.94541
44 H 4.68061 -3.66129 -1.54498
45 H 5.36057 -2.02691 -1.46407
46 Br -1.37283 2.35799 1.80843
47 C -3.12976 2.18853 1.03728
48 Br -3.49090 0.32499 0.68771
49 H -3.12356 2.70624 0.08727
50 H -3.85869 2.56957 1.74128
51 N -0.82592 -1.79404 1.33452
52 H 0.02746 -2.32152 1.49482
53 H -1.43841 -2.34335 0.73726
54 H -1.29650 -1.65238 2.22323
55 O 0.74288 -1.94673 -2.21828
56 C -0.50721 -1.96883 -2.21575
57 O -1.26592 -1.34601 -1.40123
58 C -1.19876 -2.83266 -3.22974
59 C -0.48146 -3.38038 -4.28798
60 C -1.12415 -4.18994 -5.21140
61 C -2.47658 -4.46086 -5.07980
62 C -3.17259 -3.90990 -4.01573
63 C -2.55312 -3.09548 -3.08692
64 N -4.60344 -4.20308 -3.85154
65 O -5.14380 -4.85296 -4.72205
66 O -5.15221 -3.77529 -2.85313
67 H 0.57295 -3.15906 -4.37910
68 H -0.56883 -4.61859 -6.03383
69 H -2.99800 -5.09089 -5.78564
70 H -3.11838 -2.67052 -2.27268
71 Cl -3.29400 3.69002 -2.09830
72 C -2.06501 2.92281 -3.11612
73 C -1.23829 1.81263 -2.42912
74 O -0.52566 1.16251 -3.17520
75 O -1.38565 1.70625 -1.15125
76 H -1.35954 3.68804 -3.43029
77 H -2.55730 2.49877 -3.98442


Molecular formula: C22H38Cl26N2O3
Method: DFT, ωB97M-V/def2-TZVPD

LUMO level = -0.8 eV
HOMO-LUMO gap = 7.7 eV
Energy = -13161.15211 a.u.
Multiplicity = 1
Strongest force on any atom = 3.18 eV/Å

Positions of all 91 atoms, in Å:
1 N 1.18578 1.48891 2.06265
2 C 0.16555 0.61401 2.73631
3 C 0.05272 -0.78188 1.98005
4 O 0.11281 -1.82877 2.97320
5 C -1.15385 -0.90276 0.95172
6 C -2.55382 -0.33691 1.43851
7 C -3.31351 -0.76203 2.54566
8 N -2.87456 -1.85898 3.39274
9 C -4.67501 -0.03093 2.86984
10 O -5.62551 -0.56815 3.45862
11 C -4.80747 1.49321 2.44619
12 C -4.08611 1.93063 1.31363
13 C -3.19763 0.84570 0.58437
14 O -2.99196 0.82809 -0.64875
15 H 2.12513 1.11969 2.27108
16 H 1.01209 1.50088 1.05208
17 H -0.81737 1.14082 2.92116
18 H 0.60150 0.38419 3.76560
19 H 1.01457 -0.88660 1.35701
20 H 0.38542 -2.68595 2.58221
21 H -0.85844 -0.27162 0.03916
22 H -1.28152 -1.96391 0.53495
23 H -3.72208 -2.29995 3.79284
24 H -2.46832 -2.58619 2.78612
25 H -5.45539 2.23220 3.01281
26 H -4.12588 2.98121 0.89589
27 C -0.37869 0.52323 -3.23188
28 Cl -0.02117 2.02870 -2.37666
29 Cl 0.71048 -0.77527 -2.72319
30 H -1.40442 0.22919 -3.01411
31 H -0.25981 0.68659 -4.30338
32 C -1.80642 2.62817 5.87893
33 Cl -2.68371 2.43898 4.35180
34 Cl -0.47200 1.48015 6.01031
35 H -1.40819 3.63943 5.93326
36 H -2.49639 2.45890 6.70307
37 C -2.74052 4.74531 -1.73315
38 Cl -3.02709 4.71421 0.01046
39 Cl -4.03000 5.60277 -2.58208
40 H -1.79385 5.24633 -1.92594
41 H -2.69819 3.72131 -2.10066
42 C 2.16095 -5.36712 2.41292
43 Cl 1.95170 -5.45133 4.16527
44 Cl 0.83368 -4.47883 1.65228
45 H 3.09827 -4.86000 2.19302
46 H 2.18483 -6.37760 2.01042
47 C 3.87789 -6.21957 7.15055
48 Cl 4.97136 -4.89911 6.72201
49 Cl 3.84232 -6.47845 8.89915
50 H 2.87489 -5.97296 6.80980
51 H 4.21855 -7.13188 6.66527
52 C -3.17570 -5.83197 1.34534
53 Cl -2.07580 -4.51356 0.92221
54 Cl -3.21989 -6.09075 3.09282
55 H -4.17642 -5.58147 0.99943
56 H -2.83504 -6.74477 0.86103
57 C -0.18890 1.32586 -7.37166
58 Cl -0.73061 -0.02541 -6.36971
59 Cl -0.69994 2.87333 -6.69002
60 H 0.89818 1.30768 -7.43096
61 H -0.61425 1.22043 -8.36749
62 C -5.44583 0.67397 -3.21558
63 Cl -5.27641 1.77574 -4.58906
64 Cl -5.44831 -1.01338 -3.74392
65 H -4.61187 0.82904 -2.53244
66 H -6.38401 0.88601 -2.70693
67 C 3.64293 -1.41108 -5.24889
68 Cl 2.66552 -0.07788 -5.87297
69 Cl 5.36807 -1.03595 -5.33288
70 H 3.37027 -1.59127 -4.21090
71 H 3.44560 -2.30112 -5.84275
72 C -0.14916 7.37632 1.52769
73 Cl -0.99706 6.28304 2.62662
74 Cl 0.48186 6.50991 0.12124
75 H -0.84255 8.14298 1.18805
76 H 0.68034 7.83791 2.05923
77 C 1.92153 5.70308 -7.46675
78 Cl 2.08580 6.85464 -8.79761
79 Cl 1.87203 4.03995 -8.06101
80 H 2.77196 5.81328 -6.79720
81 H 0.99862 5.91334 -6.92929
82 C 4.33522 2.36890 -10.64260
83 Cl 3.49879 1.25407 -9.55537
84 Cl 4.93756 1.53291 -12.07863
85 H 3.64082 3.14751 -10.95196
86 H 5.17588 2.81290 -10.11365
87 C 7.30701 -6.31754 9.79806
88 Cl 8.39796 -4.99441 9.36837
89 Cl 7.27152 -6.57662 11.54642
90 H 6.30304 -6.07230 9.45768
91 H 7.64965 -7.22934 9.31287


Question: Among the records above, which one has the lowest energy?
Answer: C22H38Cl26N2O3


Question: Which of these has the lowest energy?
Answer: C22H38Cl26N2O3


Question: Which of these has the highest energy?
Answer: C22H38BeP2


Question: Which of these has the highest energy?
Answer: C22H38BeP2